Entry from the OMol25 dataset: the molecule C3H8N2 in a non-equilibrium geometry (ωB97M-V/def2-TZVPD).

Summary:
ΔE to the lowest compared entry with this formula, charge and spin ... 102.37 kcal/mol
F_max ... 5.23 eV/Å
LUMO ... 0.94 eV
SMILES ... NC1CNC1
M ... 72.111 g/mol

ORCA input file:
```
! wB97M-V def2-TZVPD RIJCOSX def2/J DEFGRID3
* xyz 0 1
C -0.54 0.04 0.38
C 0.56 1.19 -0.10
C 0.48 -1.13 -0.07
H -2.48 0.77 -0.04
H -2.01 -0.76 0.50
H -0.66 0.05 1.53
H 0.14 1.46 -1.01
H 0.62 2.11 0.63
H 2.30 0.02 0.65
H 0.18 -1.73 -1.01
H 0.92 -1.90 0.67
N -1.82 -0.05 -0.27
N 1.53 -0.04 -0.18
*
```

Entry from the OMol25 dataset: the ion C3H8N2O with charge -1 in a non-equilibrium geometry (ωB97M-V/def2-TZVPD).

Summary:
Expectation value of S² ... 0.750
ΔE to the lowest compared entry with this formula, charge and spin ... 10.61 kcal/mol
F_max ... 1.17 eV/Å
LUMO (spin up / spin down) ... 3.91 / 3.85 eV
M ... 88.110 g/mol

ORCA input file:
```
! wB97M-V def2-TZVPD RIJCOSX def2/J DEFGRID3
* xyz -1 2
C -1.59 0.43 1.01
N -0.47 0.71 0.31
C 0.04 -0.14 -0.77
C 1.49 -0.55 -0.55
N 2.04 -1.11 -1.77
O -1.93 0.98 2.04
H -2.20 -0.37 0.54
H 0.22 1.22 0.84
H -0.63 -1.01 -0.79
H -0.10 0.34 -1.73
H 1.51 -1.29 0.26
H 2.02 0.34 -0.18
H 3.04 -0.93 -1.87
H 1.96 -2.13 -1.70
*
```